# 1
Formula: C13H14EuF3IN2
Source: the Open Molecules 2025 dataset
Level of theory: ωB97M-V with the def2-TZVPD basis set

The spin multiplicity is 8. For the HOMO energy (alpha / beta), the calculation gives -7.221 / -7.578 eV. The maximum force is 1.822 eV/Å. As for the gap between HOMO and LUMO (alpha / beta): 6.28 / 6.64 eV. Its energy above the lowest of the compared OMol25 structures with the same formula, charge and spin is 0.0 kcal per mole. The total energy comes out at -52271.2160 eV.

CARTESIAN COORDINATES (ANGSTROEM)
C (-0.006, -3.714, -0.698)
C (-0.246, -3.225, 0.741)
H (-0.661, -3.221, -1.446)
H (-0.246, -4.790, -0.761)
H (1.046, -3.614, -1.041)
H (-1.102, -2.525, 0.844)
H (-0.501, -4.085, 1.380)
H (0.666, -2.766, 1.178)
C (-0.842, 1.109, -2.818)
C (-0.971, 2.393, -3.366)
C (-1.567, 3.389, -2.589)
C (-1.923, 3.094, -1.266)
H (-0.398, 0.285, -3.397)
H (-0.557, 2.607, -4.351)
H (-1.715, 4.397, -2.986)
H (-2.369, 3.838, -0.606)
N (-1.177, 0.828, -1.539)
C (-1.649, 1.821, -0.723)
C (-1.723, 1.531, 0.732)
N (-1.234, 0.331, 1.165)
C (-1.184, 0.090, 2.491)
C (-2.086, 2.239, 3.022)
C (-1.567, 1.023, 3.457)
H (-0.787, -0.885, 2.783)
H (-1.428, 0.789, 4.512)
C (-2.186, 2.493, 1.657)
H (-2.610, 3.419, 1.274)
H (-2.395, 2.976, 3.754)
Eu (0.158, -1.065, -0.668)
I (2.094, -1.495, -3.023)
F (3.259, 0.378, 0.188)
C (1.959, 0.336, 0.632)
F (2.025, 0.133, 2.004)
F (1.477, 1.643, 0.481)



# 2
Formula: C31H17Cl3F3N6NiO2S
Source: the Open Molecules 2025 dataset
Level of theory: ωB97M-V with the def2-TZVPD basis set

The spin multiplicity is 3. The total charge is -1. For the HOMO energy (alpha / beta), the calculation gives -5.224 / -6.060 eV. The maximum force is 0.550 eV/Å. As for the gap between HOMO and LUMO (alpha / beta): 5.93 / 6.89 eV. Its energy above the lowest of the compared OMol25 structures with the same formula, charge and spin is 24.9 kcal per mole. The total energy comes out at -143055.8403 eV.

CARTESIAN COORDINATES (ANGSTROEM)
Ni (-1.599, 1.371, 0.790)
C (3.099, -1.194, -5.294)
C (1.957, -0.602, -4.515)
C (0.849, -0.063, -5.161)
C (-0.208, 0.474, -4.440)
C (-0.151, 0.482, -3.056)
C (0.940, -0.057, -2.390)
C (1.985, -0.594, -3.122)
S (-1.493, 1.204, -2.148)
O (-1.100, 2.511, -1.674)
O (-2.648, 1.084, -2.996)
N (-1.614, 0.340, -0.803)
C (-2.141, -0.934, -0.684)
C (-2.410, -1.817, -1.700)
C (-2.955, -3.084, -1.404)
C (-3.233, -3.472, -0.124)
C (-2.970, -2.585, 0.945)
C (-3.260, -2.861, 2.298)
C (-3.003, -1.926, 3.258)
C (-2.452, -0.690, 2.877)
N (-2.165, -0.417, 1.631)
C (-2.420, -1.328, 0.657)
H (2.928, -1.115, -6.367)
H (3.232, -2.248, -5.048)
H (4.035, -0.684, -5.062)
H (0.809, -0.066, -6.244)
H (-1.077, 0.878, -4.940)
H (0.960, -0.058, -1.307)
H (2.835, -1.019, -2.600)
H (-2.234, -1.535, -2.729)
H (-3.171, -3.754, -2.226)
H (-3.676, -4.437, 0.085)
H (-3.710, -3.812, 2.557)
H (-3.238, -2.100, 4.298)
H (-2.253, 0.083, 3.610)
F (7.404, -1.012, 0.299)
C (7.015, -0.133, 1.246)
F (7.435, -0.624, 2.422)
F (7.721, 0.991, 1.018)
C (5.539, 0.113, 1.211)
C (4.987, 0.684, 0.069)
C (3.628, 0.923, 0.006)
C (2.802, 0.591, 1.086)
C (3.369, 0.020, 2.226)
C (4.731, -0.218, 2.288)
C (1.396, 0.840, 1.012)
C (0.213, 1.056, 0.918)
H (5.624, 0.947, -0.766)
H (3.189, 1.373, -0.874)
H (2.733, -0.224, 3.065)
H (5.165, -0.654, 3.177)
Cl (-6.415, 1.392, -1.628)
C (-5.954, 1.742, -0.023)
Cl (-5.963, -0.601, 1.149)
Cl (-6.996, 2.699, 0.935)
C (-4.595, 1.775, 0.270)
N (-3.487, 1.734, 0.579)
N (-1.425, 2.528, 2.274)
C (-1.308, 2.704, 3.417)
C (-1.152, 2.945, 4.760)
C (-2.280, 3.207, 5.574)
N (-3.192, 3.420, 6.246)
C (0.153, 2.916, 5.312)
N (1.215, 2.892, 5.760)



# 3
Formula: C13H17ClINO2PSn
Source: the Open Molecules 2025 dataset
Level of theory: ωB97M-V with the def2-TZVPD basis set

The total charge is +3. For the HOMO energy (alpha / beta), the calculation gives -16.657 / -16.657 eV. The maximum force is 5.695 eV/Å. As for the gap between HOMO and LUMO (alpha / beta): 3.76 / 2.93 eV. Its energy above the lowest of the compared OMol25 structures with the same formula, charge and spin is 65.9 kcal per mole. The total energy comes out at -55050.4242 eV.

CARTESIAN COORDINATES (ANGSTROEM)
C (-0.181, -2.445, -0.729)
C (1.103, -1.539, -0.609)
H (0.046, -3.541, -0.921)
H (-0.818, -2.075, -1.569)
H (-0.717, -2.319, 0.229)
O (2.158, -2.055, -0.741)
I (1.721, 1.488, 0.486)
Sn (-3.321, 0.799, -0.236)
P (-0.185, 0.668, -2.275)
C (1.549, 1.094, -2.778)
C (-0.571, -0.406, -3.725)
H (-2.019, 2.268, -2.427)
H (-1.048, 2.234, -3.940)
H (-0.420, 3.078, -2.475)
C (-0.999, 2.218, -2.840)
H (-1.614, -0.760, -3.626)
H (-0.464, 0.184, -4.658)
H (1.591, 1.349, -3.853)
H (2.213, 0.237, -2.564)
H (0.119, -1.272, -3.752)
H (1.874, 1.963, -2.174)
C (3.041, -0.136, 0.282)
O (4.062, -0.625, 0.540)
Cl (-5.336, 0.223, 0.739)
N (-0.717, -0.633, 2.042)
C (-0.428, -0.595, 3.173)
C (-0.214, -0.538, 4.592)
C (-1.337, -0.362, 5.416)
C (-1.197, -0.268, 6.810)
C (0.071, -0.353, 7.393)
C (1.166, -0.555, 6.590)
C (1.071, -0.649, 5.202)
H (-2.328, -0.304, 4.980)
H (-2.070, -0.125, 7.437)
H (0.193, -0.252, 8.461)
H (2.186, -0.650, 7.027)
H (1.913, -0.808, 4.551)



# 4
Formula: C6H7BrCaCl2LiMgO11P
Source: the Open Molecules 2025 dataset
Level of theory: ωB97M-V with the def2-TZVPD basis set

For the HOMO energy, the calculation gives -5.160 eV. The maximum force is 5.534 eV/Å. As for the gap between HOMO and LUMO: 1.21 eV. The total energy comes out at -157314.5363 eV.

CARTESIAN COORDINATES (ANGSTROEM)
O (1.926, -1.663, -2.400)
C (0.913, -1.322, -3.025)
O (-0.112, -1.997, -3.337)
O (0.945, 0.068, -3.392)
C (0.339, 0.851, -2.499)
O (0.800, 1.210, -1.495)
O (-0.894, 1.311, -2.913)
P (-2.269, 0.541, -2.475)
O (-1.764, -0.643, -1.542)
Br (-2.812, -0.541, -4.548)
H (-2.140, -1.494, -1.803)
C (0.241, 3.140, 1.341)
Cl (-0.823, 4.211, 0.374)
Cl (-0.576, 2.562, 2.785)
H (0.503, 2.285, 0.734)
H (1.126, 3.697, 1.617)
Ca (-1.907, 0.308, -6.913)
O (1.425, -2.684, 0.911)
C (1.863, -1.552, 0.775)
C (1.336, -0.631, 2.439)
O (1.764, 0.504, 2.297)
H (1.403, -0.837, 0.080)
H (2.948, -1.353, 0.845)
H (1.780, -1.288, 3.214)
H (0.244, -0.813, 2.456)
Li (2.192, -3.577, -2.009)
C (-1.262, -0.957, 4.768)
O (-2.092, -0.519, 5.569)
O (-1.562, -1.380, 3.604)
O (-0.015, -1.026, 5.004)
Mg (-3.517, 3.585, -0.463)



# 5
Formula: C5H10O2
Source: the Open Molecules 2025 dataset
Level of theory: ωB97M-V with the def2-TZVPD basis set

The structure (SMILES) is C=C/C(O)=C/C.O. For the HOMO energy, the calculation gives -8.353 eV. The maximum force is 1.341 eV/Å. As for the gap between HOMO and LUMO: 8.96 eV. Its energy above the lowest of the compared OMol25 structures with the same formula, charge and spin is 65.1 kcal per mole. The total energy comes out at -9440.2195 eV.

CARTESIAN COORDINATES (ANGSTROEM)
C (-1.056, -0.151, -2.411)
C (-0.062, -0.731, -1.460)
C (0.452, -0.192, -0.355)
O (0.313, 1.137, -0.039)
C (1.387, -0.915, 0.538)
C (1.797, -2.178, 0.497)
H (-1.244, 0.917, -2.317)
H (-2.032, -0.620, -2.489)
H (-0.633, -0.228, -3.418)
H (0.552, -1.466, -1.949)
H (-0.029, 1.230, 0.863)
H (1.786, -0.266, 1.313)
H (1.748, -2.823, -0.368)
H (2.384, -2.584, 1.311)
H (-2.098, 2.510, 1.684)
H (-2.481, 1.462, 2.802)
O (-1.868, 2.154, 2.550)



# 6
Formula: H3N3O3
Source: the Open Molecules 2025 dataset
Level of theory: ωB97M-V with the def2-TZVPD basis set

The structure (SMILES) is NN(O)[N+](=O)[O-]. For the HOMO energy, the calculation gives -9.893 eV. The maximum force is 3.635 eV/Å. As for the gap between HOMO and LUMO: 9.47 eV. Its energy above the lowest of the compared OMol25 structures with the same formula, charge and spin is 116.8 kcal per mole. The total energy comes out at -10654.7313 eV.

CARTESIAN COORDINATES (ANGSTROEM)
N (0.143, 0.042, 0.658)
N (0.200, -0.032, -0.981)
N (0.056, -1.413, -1.529)
O (1.031, -2.117, -1.346)
O (-0.900, -1.479, -2.264)
O (-0.843, 0.728, -1.310)
H (0.889, -0.621, 0.805)
H (0.476, 0.967, 0.898)
H (-1.544, 0.219, -1.726)



# 7
Formula: C2H8S2
Source: the Open Molecules 2025 dataset
Level of theory: ωB97M-V with the def2-TZVPD basis set

The structure (SMILES) is CSS.C. For the HOMO energy, the calculation gives -8.561 eV. The maximum force is 1.974 eV/Å. As for the gap between HOMO and LUMO: 9.02 eV. Its energy above the lowest of the compared OMol25 structures with the same formula, charge and spin is 10.1 kcal per mole. The total energy comes out at -23873.7087 eV.

CARTESIAN COORDINATES (ANGSTROEM)
C (-1.884, -2.717, -3.200)
H (-1.469, -3.494, -3.841)
H (-2.800, -3.056, -2.711)
H (-2.168, -1.916, -3.887)
H (-1.134, -2.427, -2.467)
C (0.222, 0.174, 2.607)
S (0.666, 1.330, 1.224)
S (0.453, 0.368, -0.634)
H (0.556, -0.788, 2.221)
H (-0.864, 0.163, 2.701)
H (0.647, 0.418, 3.568)
H (-0.765, -0.063, -0.261)



# 8
Formula: C35H58N3RuSi2Te
Source: the Open Molecules 2025 dataset
Level of theory: ωB97M-V with the def2-TZVPD basis set

The total charge is +3. For the HOMO energy (alpha / beta), the calculation gives -17.173 / -17.171 eV. The maximum force is 0.228 eV/Å. As for the gap between HOMO and LUMO (alpha / beta): 6.36 / 6.36 eV. Its energy above the lowest of the compared OMol25 structures with the same formula, charge and spin is 0.0 kcal per mole. The total energy comes out at -67314.9946 eV.

CARTESIAN COORDINATES (ANGSTROEM)
Ru (0.602, -1.574, 0.191)
C (1.401, -4.302, -1.081)
N (0.513, -3.767, -0.006)
C (-0.800, -4.434, -0.136)
C (1.130, -4.174, 1.292)
C (2.314, -3.293, 1.534)
C (3.420, -3.711, 2.258)
C (4.525, -2.881, 2.374)
C (4.547, -1.626, 1.764)
C (3.441, -1.166, 1.080)
C (2.304, -1.991, 0.984)
H (1.442, -5.391, -1.004)
H (2.405, -3.899, -0.977)
H (1.014, -4.049, -2.063)
H (-0.682, -5.516, -0.045)
H (-1.235, -4.212, -1.107)
H (-1.476, -4.087, 0.644)
H (1.407, -5.232, 1.271)
H (0.381, -4.054, 2.080)
H (3.437, -4.700, 2.700)
H (5.395, -3.226, 2.917)
H (5.435, -1.012, 1.826)
H (3.479, -0.199, 0.600)
C (2.346, 5.219, -0.891)
C (2.421, 4.549, 0.481)
C (3.883, 4.536, 0.960)
C (1.555, 5.340, 1.476)
C (1.929, 3.115, 0.441)
C (1.879, 2.344, 1.607)
C (1.444, 1.039, 1.563)
N (1.041, 0.446, 0.428)
C (1.101, 1.163, -0.711)
C (1.529, 2.478, -0.733)
C (0.703, 0.406, -1.910)
C (0.578, 0.954, -3.166)
C (0.176, 0.180, -4.259)
C (-0.115, -1.164, -3.993)
C (0.029, -1.665, -2.728)
N (0.453, -0.914, -1.687)
C (0.036, 0.739, -5.658)
C (0.432, 2.212, -5.734)
C (0.939, -0.080, -6.598)
C (-1.436, 0.584, -6.086)
H (2.693, 6.247, -0.803)
H (1.325, 5.255, -1.275)
H (2.988, 4.727, -1.625)
H (4.254, 5.559, 1.005)
H (4.522, 3.977, 0.274)
H (3.984, 4.106, 1.958)
H (1.898, 6.373, 1.503)
H (1.629, 4.947, 2.491)
H (0.506, 5.343, 1.177)
H (2.191, 2.754, 2.557)
H (1.438, 0.431, 2.459)
H (1.570, 3.009, -1.671)
H (0.791, 2.003, -3.305)
H (-0.455, -1.826, -4.776)
H (-0.206, -2.694, -2.509)
H (1.473, 2.373, -5.447)
H (-0.213, 2.845, -5.121)
H (0.327, 2.553, -6.763)
H (1.986, -0.023, -6.298)
H (0.856, 0.326, -7.605)
H (0.646, -1.129, -6.645)
H (-2.101, 1.153, -5.436)
H (-1.757, -0.457, -6.092)
H (-1.548, 0.968, -7.100)
C (-5.768, -2.107, 0.539)
Si (-4.043, -1.505, 0.240)
C (-3.274, -2.287, -1.268)
C (-3.938, 0.350, 0.094)
C (-3.043, -2.111, 1.779)
Te (-1.073, -1.411, 2.183)
C (-1.684, 0.557, 2.657)
Si (-1.656, 0.824, 4.577)
C (-2.342, 2.522, 4.853)
C (-2.719, -0.523, 5.304)
C (0.121, 0.649, 5.126)
H (-6.412, -1.818, -0.294)
H (-6.195, -1.673, 1.445)
H (-5.815, -3.193, 0.630)
H (-3.780, -1.920, -2.164)
H (-3.372, -3.373, -1.264)
H (-2.219, -2.020, -1.368)
H (-4.551, 0.661, -0.755)
H (-2.924, 0.714, -0.094)
H (-4.339, 0.864, 0.969)
H (-2.984, -3.199, 1.825)
H (-3.529, -1.778, 2.703)
H (-2.696, 0.624, 2.260)
H (-1.053, 1.258, 2.118)
H (-3.368, 2.607, 4.491)
H (-1.743, 3.292, 4.363)
H (-2.355, 2.748, 5.922)
H (-3.748, -0.475, 4.939)
H (-2.765, -0.396, 6.387)
H (-2.336, -1.534, 5.135)
H (0.754, 1.452, 4.742)
H (0.567, -0.313, 4.854)
H (0.166, 0.709, 6.215)



# 9
Formula: C20H47F5Nb
Source: the Open Molecules 2025 dataset
Level of theory: ωB97M-V with the def2-TZVPD basis set

The total charge is -1. For the HOMO energy, the calculation gives -5.690 eV. The maximum force is 3.067 eV/Å. As for the gap between HOMO and LUMO: 7.41 eV. The total energy comes out at -36634.7781 eV.

CARTESIAN COORDINATES (ANGSTROEM)
F (-0.829, 3.399, 0.706)
C (-0.099, 2.647, 1.677)
F (-1.004, 2.400, 2.703)
F (0.277, 1.463, 1.010)
C (1.154, 3.536, 2.101)
F (2.000, 3.599, 0.935)
F (0.630, 4.857, 2.327)
Nb (2.402, 2.744, 3.853)
H (1.431, 3.666, 5.107)
H (1.321, 1.322, 4.166)
H (3.354, 1.743, 2.629)
H (3.512, 4.200, 3.606)
H (3.577, 2.187, 5.122)
C (2.536, -5.019, 2.817)
C (1.122, -4.608, 3.204)
C (0.348, -3.953, 2.060)
C (0.941, -2.641, 1.535)
C (1.113, -1.538, 2.582)
C (-0.206, -1.085, 3.193)
H (3.145, -4.157, 2.537)
H (3.030, -5.513, 3.658)
H (2.522, -5.719, 1.976)
H (1.156, -3.944, 4.073)
H (0.575, -5.503, 3.522)
H (-0.683, -3.780, 2.386)
H (0.283, -4.660, 1.224)
H (0.298, -2.270, 0.729)
H (1.914, -2.841, 1.074)
H (1.587, -0.677, 2.101)
H (1.795, -1.861, 3.374)
H (-0.887, -0.715, 2.422)
H (-0.032, -0.276, 3.905)
H (-0.703, -1.898, 3.731)
C (1.567, -7.280, -1.349)
C (1.638, -5.777, -1.586)
C (0.276, -5.144, -1.872)
C (-0.426, -5.644, -3.139)
C (0.369, -5.477, -4.434)
C (0.665, -4.021, -4.773)
H (1.201, -7.811, -2.231)
H (2.560, -7.672, -1.115)
H (0.907, -7.510, -0.509)
H (2.338, -5.566, -2.401)
H (2.057, -5.304, -0.692)
H (0.399, -4.058, -1.930)
H (-0.385, -5.325, -1.018)
H (-1.381, -5.115, -3.236)
H (-0.682, -6.703, -3.019)
H (-0.211, -5.913, -5.254)
H (1.306, -6.041, -4.386)
H (-0.261, -3.448, -4.871)
H (1.203, -3.957, -5.722)
H (1.285, -3.546, -4.010)
C (-5.042, 6.669, -1.533)
C (-3.920, 7.594, -1.081)
C (-2.834, 7.788, -2.140)
C (-2.075, 6.518, -2.540)
C (-1.384, 5.782, -1.390)
C (-0.303, 6.612, -0.710)
H (-4.678, 5.660, -1.735)
H (-5.806, 6.594, -0.754)
H (-5.521, 7.052, -2.439)
H (-3.484, 7.217, -0.151)
H (-4.350, 8.573, -0.845)
H (-2.121, 8.538, -1.780)
H (-3.288, 8.216, -3.041)
H (-1.326, 6.787, -3.293)
H (-2.764, 5.825, -3.036)
H (-0.924, 4.873, -1.789)
H (-2.117, 5.454, -0.647)
H (0.467, 6.913, -1.427)
H (0.180, 6.029, 0.077)
H (-0.714, 7.513, -0.248)